Entry 1:
A structure of composition C42H60BMnN12S5 at a distorted geometry, computed with ωB97M-V/def2-TZVPD.

As for the HOMO energy (alpha / beta): -15.9 / -15.8 eV. The total energy comes out at -5459.678584 Ha. The calculation puts the gap between HOMO and LUMO (alpha / beta) at 6.10 / 5.72 eV. The spin multiplicity is 2. The total charge is +3. The calculation puts the lowest unoccupied orbital energy (alpha / beta) at -9.7723 / -10.0368 eV.

The geometry in XYZ format:
```
121
C42H60BMnN12S5 | the OMol25 dataset | ωB97M-V/def2-TZVPD
Mn -0.290 -0.219 0.565
C 4.178 -2.058 1.503
C 3.496 -3.113 2.371
C 4.564 -3.810 3.220
C 2.751 -4.122 1.501
N 2.472 -2.499 3.317
C 2.169 -3.099 4.527
C 1.203 -2.367 5.113
N 0.892 -1.325 4.265
B -0.034 -0.177 4.755
N -1.521 -0.329 4.334
C -2.523 0.164 5.133
C -3.702 -0.175 4.569
N -3.426 -0.884 3.417
C -2.081 -0.977 3.302
S -1.210 -1.771 2.030
C -4.489 -1.489 2.513
C -4.397 -3.010 2.599
C -4.294 -0.980 1.078
C -5.865 -1.044 3.007
N 0.537 1.201 4.309
C 1.452 1.866 5.097
C 1.727 3.045 4.503
N 0.989 3.103 3.337
C 0.259 1.969 3.249
S -0.824 1.585 1.933
C 0.983 4.288 2.391
C -0.419 4.897 2.358
C 1.457 3.820 1.004
C 1.954 5.343 2.922
C 1.666 -1.427 3.174
S 1.652 -0.360 1.787
H 5.047 -2.525 1.039
H 4.534 -1.210 2.093
H 3.539 -1.695 0.700
H 5.403 -4.070 2.578
H 4.207 -4.738 3.666
H 4.939 -3.153 4.009
H 3.450 -4.601 0.814
H 1.980 -3.617 0.911
H 2.282 -4.899 2.109
H 2.670 -3.980 4.885
H 0.720 -2.496 6.069
H -0.013 -0.200 5.952
H -2.325 0.714 6.040
H -4.700 0.043 4.901
H -3.424 -3.379 2.277
H -5.158 -3.448 1.950
H -4.586 -3.352 3.619
H -3.547 -1.563 0.539
H -3.998 0.072 1.074
H -5.242 -1.066 0.544
H -6.070 -1.390 4.022
H -6.615 -1.494 2.359
H -5.989 0.041 2.957
H 1.820 1.453 6.023
H 2.399 3.822 4.818
H -1.170 4.199 1.986
H -0.410 5.769 1.702
H -0.716 5.229 3.355
H 0.619 3.527 0.370
H 2.143 2.974 1.083
H 1.984 4.634 0.507
H 1.673 5.695 3.915
H 1.913 6.200 2.250
H 2.987 4.984 2.937
S -4.643 -1.552 -5.397
N -4.333 -0.163 -4.653
C -3.509 -0.456 -3.663
C -2.964 0.499 -2.712
C -3.218 1.872 -2.758
C -2.623 2.680 -1.819
C -1.812 2.110 -0.845
N -1.577 0.800 -0.767
C -2.134 0.004 -1.710
C -1.779 -1.402 -1.656
N -0.912 -1.753 -0.693
C -0.510 -3.016 -0.612
C -0.953 -3.998 -1.487
C -1.847 -3.655 -2.477
C -2.270 -2.326 -2.573
C -3.178 -1.833 -3.591
N -3.753 -2.565 -4.526
H -3.869 2.264 -3.533
H -2.782 3.751 -1.816
H -1.356 2.732 -0.092
H 0.196 -3.252 0.174
H -0.592 -5.013 -1.379
H -2.226 -4.382 -3.187
C 2.301 -0.731 -6.406
C 1.760 -2.120 -6.065
C 0.631 -2.104 -5.033
C 1.036 -1.533 -3.672
N 0.824 -0.071 -3.638
C 0.952 0.715 -2.584
S 1.487 0.079 -1.043
N 0.742 2.017 -2.706
C 0.378 2.716 -3.949
C 1.512 2.911 -4.956
C 2.653 3.818 -4.488
C 3.597 3.199 -3.452
H 3.070 -0.794 -7.177
H 2.764 -0.247 -5.537
H 1.508 -0.082 -6.795
H 2.573 -2.748 -5.690
H 1.391 -2.599 -6.973
H 0.265 -3.122 -4.881
H -0.220 -1.532 -5.428
H 2.088 -1.741 -3.470
H 0.457 -1.985 -2.872
H 0.681 0.366 -4.538
H 0.965 2.567 -1.894
H 0.003 3.695 -3.649
H -0.458 2.178 -4.404
H 1.045 3.352 -5.840
H 1.931 1.951 -5.277
H 2.238 4.756 -4.106
H 3.239 4.081 -5.370
H 3.125 3.053 -2.478
H 4.458 3.850 -3.293
H 3.977 2.233 -3.794
```

Entry 2:
A cluster of 4 separate species, C42H60ClF5N3O10PS4 in total at a distorted geometry, computed with ωB97M-V/def2-TZVPD.

As for the HOMO energy: -7.2 eV. The total energy comes out at -5446.672137 Ha. The calculation puts the gap between HOMO and LUMO at 7.55 eV. The spin multiplicity is 1. Its structure (SMILES) is [H]/N=C/Cc1ccc(P(C)C)c2c1Sc1c(C(=O)NC(=O)F)c(C[C@H](O)C(F)(F)F)c(CCOCC)c(CCF)c1N2[C@H](Cl)CC.O=S1(=O)CCCC1.O=S1(=O)CCCC1.O=S1(=O)CCCC1. The total charge is 0. The calculation puts the lowest unoccupied orbital energy at 0.3674 eV.

The geometry in XYZ format:
```
126
C42H60ClF5N3O10PS4 | the OMol25 dataset | ωB97M-V/def2-TZVPD
H -3.708 -2.365 3.453
N -3.280 -2.787 2.633
C -2.511 -3.732 2.975
C -1.770 -4.560 1.957
C -1.470 -3.759 0.714
C -2.189 -3.998 -0.446
C -1.919 -3.253 -1.582
C -0.948 -2.252 -1.600
P -0.724 -1.319 -3.150
C -1.672 -2.155 -4.473
C 1.035 -1.592 -3.651
C -0.221 -1.977 -0.423
C -0.509 -2.750 0.692
S 0.344 -2.480 2.210
C 1.862 -1.794 1.630
C 3.013 -1.956 2.406
C 2.948 -2.755 3.682
O 3.710 -3.659 3.872
N 2.032 -2.393 4.700
C 1.296 -3.457 5.241
O 1.027 -4.473 4.741
F 0.874 -3.192 6.459
C 4.240 -1.408 2.025
C 5.436 -1.564 2.939
C 6.621 -2.356 2.349
O 6.278 -3.176 1.268
C 7.411 -3.130 3.422
F 8.739 -2.909 3.240
F 7.241 -4.450 3.323
F 7.137 -2.739 4.668
C 4.292 -0.714 0.805
C 5.608 -0.097 0.377
C 5.985 1.131 1.281
O 4.821 1.646 1.875
C 4.966 2.138 3.205
C 3.716 1.711 3.983
C 3.139 -0.564 0.016
C 3.214 0.198 -1.299
C 3.377 1.696 -1.076
F 3.264 2.373 -2.281
C 1.896 -1.104 0.426
N 0.739 -0.891 -0.414
C 0.016 0.384 -0.128
Cl 0.188 1.587 -1.462
C 0.327 1.017 1.223
C -0.590 2.214 1.484
H -2.396 -3.968 4.035
H -2.462 -5.354 1.677
H -0.892 -5.028 2.397
H -2.945 -4.768 -0.429
H -2.496 -3.435 -2.476
H -2.648 -1.695 -4.625
H -1.772 -3.234 -4.337
H -1.120 -2.027 -5.405
H 1.390 -0.727 -4.200
H 1.636 -1.780 -2.770
H 1.104 -2.470 -4.294
H 1.420 -1.631 4.418
H 5.140 -1.955 3.897
H 5.792 -0.558 3.150
H 7.328 -1.642 1.943
H 5.755 -3.923 1.585
H 6.400 -0.832 0.374
H 5.526 0.298 -0.622
H 6.721 0.812 2.020
H 6.467 1.871 0.637
H 4.964 3.227 3.172
H 5.836 1.729 3.718
H 3.909 0.763 4.489
H 2.902 1.510 3.293
H 3.430 2.442 4.735
H 4.115 -0.153 -1.803
H 2.375 -0.019 -1.938
H 4.343 1.957 -0.667
H 2.602 2.048 -0.404
H -1.041 0.139 -0.126
H 0.095 0.265 1.973
H 1.351 1.373 1.284
H -1.634 1.920 1.553
H -0.277 2.686 2.413
H -0.507 2.971 0.710
O -3.941 -0.157 -4.395
S -4.551 0.875 -5.199
O -4.006 2.205 -5.247
C -4.752 0.252 -6.866
C -6.121 -0.423 -6.851
C -7.049 0.521 -6.074
C -6.303 0.950 -4.804
H -3.933 -0.425 -7.100
H -4.737 1.107 -7.540
H -6.485 -0.607 -7.861
H -6.054 -1.384 -6.336
H -7.272 1.397 -6.685
H -7.996 0.047 -5.829
H -6.551 1.964 -4.502
H -6.484 0.264 -3.978
O 3.663 5.669 5.078
S 4.502 5.927 3.936
O 4.361 5.176 2.714
C 4.442 7.674 3.560
C 5.560 8.279 4.403
C 6.752 7.322 4.268
C 6.221 5.897 4.467
H 3.454 8.061 3.801
H 4.641 7.788 2.495
H 5.809 9.286 4.070
H 5.248 8.338 5.448
H 7.185 7.419 3.271
H 7.537 7.550 4.988
H 6.762 5.168 3.868
H 6.238 5.601 5.514
O -10.346 0.282 -5.431
S -11.334 -0.365 -4.601
O -12.726 -0.017 -4.690
C -11.146 -2.137 -4.772
C -10.128 -2.514 -3.700
C -10.525 -1.719 -2.448
C -10.793 -0.274 -2.888
H -10.822 -2.370 -5.784
H -12.117 -2.590 -4.576
H -10.125 -3.586 -3.514
H -9.125 -2.223 -4.020
H -11.431 -2.148 -2.017
H -9.750 -1.757 -1.684
H -11.575 0.199 -2.300
H -9.890 0.332 -2.858
```

Entry 3:
A structure of composition C42H62BF2GeN4O2P3S4Ti at a distorted geometry, computed with ωB97M-V/def2-TZVPD.

As for the HOMO energy (alpha / beta): -9.7 / -9.6 eV. The total energy comes out at -7775.004036 Ha. The calculation puts the gap between HOMO and LUMO (alpha / beta) at 6.28 / 6.54 eV. The spin multiplicity is 2. Its energy above the lowest of the compared OMol25 structures with the same formula, charge and spin is 0.00 kJ/mol. The total charge is +1. The calculation puts the lowest unoccupied orbital energy (alpha / beta) at -3.3831 / -3.0924 eV.

The geometry in XYZ format:
```
122
C42H62BF2GeN4O2P3S4Ti | the OMol25 dataset | ωB97M-V/def2-TZVPD
Ti -1.009 -1.001 0.438
C -4.293 1.905 2.021
C -3.137 1.529 2.952
C -2.905 2.675 3.933
P -1.623 0.993 1.968
C -1.195 2.571 1.113
N 0.062 2.487 0.433
Ge 0.833 0.742 -0.094
N 1.076 0.744 -2.044
C 0.208 -0.006 -2.909
P -1.319 -0.624 -2.050
C -1.683 -2.087 -3.198
C -1.654 -1.821 -4.704
C -2.956 -2.856 -2.829
C -2.558 0.795 -2.233
C -1.872 2.138 -2.495
C -3.659 0.568 -3.263
C 2.340 1.041 -2.510
C 2.867 0.677 -3.747
C 4.169 1.019 -4.075
C 4.974 1.696 -3.178
C 4.457 2.082 -1.950
C 3.150 1.776 -1.636
N 2.477 2.241 -0.457
C 1.848 3.511 -0.694
C 2.441 4.561 -1.364
C 1.763 5.764 -1.490
C 0.501 5.900 -0.942
C -0.109 4.841 -0.293
C 0.558 3.624 -0.163
C 3.305 2.221 0.711
C 4.023 3.293 1.196
C 4.823 3.128 2.319
C 4.904 1.892 2.933
C 4.158 0.823 2.468
C 3.332 0.977 1.357
N 2.503 0.019 0.822
C 2.469 -1.262 1.467
P 1.147 -2.335 0.767
C 1.764 -2.700 -0.980
C 3.219 -2.322 -1.248
C 1.513 -4.139 -1.432
C 1.371 -3.907 1.766
C 2.814 -4.392 1.883
C 0.767 -3.734 3.160
C -0.219 0.734 3.201
C 0.563 1.989 3.578
C -0.655 -0.043 4.447
H -5.208 1.993 2.604
H -4.467 1.153 1.254
H -4.110 2.863 1.538
H -3.423 0.643 3.529
H -2.653 3.596 3.415
H -2.131 2.451 4.658
H -3.827 2.849 4.484
H -1.158 3.373 1.864
H -2.028 2.786 0.419
H 0.721 -0.893 -3.321
H -0.106 0.622 -3.758
H -0.813 -2.727 -2.966
H -2.615 -1.454 -5.050
H -1.447 -2.757 -5.223
H -0.885 -1.113 -4.998
H -3.813 -2.456 -3.362
H -3.182 -2.803 -1.764
H -2.867 -3.905 -3.114
H -3.029 0.844 -1.237
H -1.578 2.230 -3.539
H -0.991 2.280 -1.870
H -2.577 2.941 -2.281
H -3.250 0.512 -4.267
H -4.341 1.414 -3.230
H -4.240 -0.325 -3.052
H 2.270 0.147 -4.472
H 4.556 0.748 -5.046
H 5.990 1.952 -3.432
H 5.061 2.627 -1.239
H 3.425 4.439 -1.793
H 2.229 6.587 -2.005
H -0.021 6.840 -1.019
H -1.100 4.970 0.111
H 3.957 4.252 0.706
H 5.392 3.962 2.695
H 5.549 1.754 3.790
H 4.235 -0.127 2.970
H 2.265 -1.178 2.550
H 3.439 -1.764 1.341
H 1.128 -2.039 -1.589
H 3.904 -2.930 -0.661
H 3.399 -1.271 -1.036
H 3.447 -2.493 -2.300
H 2.194 -4.828 -0.939
H 1.693 -4.216 -2.504
H 0.495 -4.469 -1.235
H 0.783 -4.665 1.232
H 3.392 -3.751 2.543
H 3.311 -4.437 0.920
H 2.820 -5.394 2.307
H 1.311 -2.988 3.738
H 0.824 -4.677 3.699
H -0.281 -3.448 3.118
H 0.462 0.071 2.636
H -0.057 2.713 4.102
H 0.996 2.459 2.697
H 1.383 1.713 4.239
H -1.154 0.602 5.167
H 0.226 -0.461 4.934
H -1.325 -0.866 4.204
O -7.870 -3.830 -1.755
C -6.911 -3.555 -1.111
S -6.065 -1.995 -1.231
C -4.868 -2.353 -0.012
C -4.919 -3.563 0.582
S -3.747 -4.000 1.815
S -6.164 -4.668 0.058
S -3.725 -1.138 0.553
O -1.378 -3.262 -0.141
H -1.925 -3.771 0.496
H -1.452 -3.719 -0.990
F -1.776 -2.030 2.176
B -3.224 -2.154 2.151
F -3.706 -1.642 3.293
```

Entry 4:
A structure of composition C42H63ClCsIN8O4SSe, computed with ωB97M-V/def2-TZVPD.

As for the HOMO energy: -2.1 eV. The total energy comes out at -5955.140821 Ha. The calculation puts the gap between HOMO and LUMO at 5.38 eV. The spin multiplicity is 1. Its energy above the lowest of the compared OMol25 structures with the same formula, charge and spin is 45.34 kJ/mol. The total charge is -2. The calculation puts the lowest unoccupied orbital energy at 3.2450 eV.

The geometry in XYZ format:
```
122
C42H63ClCsIN8O4SSe | the OMol25 dataset | ωB97M-V/def2-TZVPD
Cs -1.580 0.773 0.765
C -0.023 -2.937 -7.523
C 1.040 -2.104 -6.795
C 1.283 -0.800 -7.568
C 2.342 -2.906 -6.763
C 0.544 -1.755 -5.393
C -0.684 -1.135 -5.218
C -1.111 -0.813 -3.939
N -0.395 -1.050 -2.842
C 0.796 -1.620 -3.002
C 1.290 -1.992 -4.247
C 1.625 -1.816 -1.775
C 2.394 -2.961 -1.597
C 3.157 -3.112 -0.446
C 3.121 -2.067 0.470
C 2.336 -0.956 0.209
N 1.584 -0.830 -0.885
C 3.947 -4.381 -0.137
C 3.243 -5.109 1.018
C 5.376 -4.019 0.286
C 4.024 -5.320 -1.342
H 0.340 -3.229 -8.512
H -0.948 -2.375 -7.655
H -0.257 -3.842 -6.959
H 1.627 -1.018 -8.583
H 2.042 -0.195 -7.068
H 0.369 -0.209 -7.633
H 2.629 -3.176 -7.782
H 2.226 -3.826 -6.188
H 3.158 -2.325 -6.329
H -1.329 -0.887 -6.051
H -2.071 -0.343 -3.807
H 2.274 -2.438 -4.301
H 2.350 -3.738 -2.348
H 3.643 -2.106 1.417
H 2.268 -0.164 0.941
H 3.177 -4.469 1.899
H 3.792 -6.016 1.287
H 2.228 -5.390 0.731
H 5.384 -3.408 1.188
H 5.883 -3.464 -0.506
H 5.947 -4.928 0.491
H 3.040 -5.710 -1.607
H 4.666 -6.170 -1.103
H 4.442 -4.812 -2.214
O -3.301 -2.197 -2.290
H -2.450 -2.180 -1.830
H -3.915 -2.380 -1.557
N -3.110 3.082 -0.433
C -3.935 3.798 -0.836
N -4.950 4.467 -1.331
C -4.796 5.761 -1.568
N -4.755 6.889 -1.834
N -4.642 2.960 -3.964
C -4.193 1.682 -3.986
O -3.430 1.258 -4.839
C -4.745 0.773 -2.910
I -6.674 0.075 -3.528
H -4.178 3.599 -4.588
H -5.005 3.371 -3.109
H -4.893 1.243 -1.942
H -4.156 -0.133 -2.799
C -6.295 -0.318 6.337
C -5.697 -0.796 5.035
C -5.012 -1.998 4.951
C -4.462 -2.456 3.755
C -3.711 -3.757 3.771
C -4.590 -1.687 2.582
Se -3.762 -2.228 0.949
C -5.310 -0.475 2.653
C -5.501 0.405 1.448
C -5.837 -0.054 3.872
H -5.853 -0.841 7.187
H -7.375 -0.492 6.365
H -6.130 0.752 6.476
H -4.888 -2.600 5.847
H -4.056 -4.391 4.591
H -2.641 -3.574 3.907
H -3.820 -4.285 2.824
H -4.605 1.004 1.253
H -6.336 1.092 1.600
H -5.675 -0.192 0.553
H -6.374 0.891 3.911
C 2.959 6.481 0.942
C 3.380 5.273 0.105
C 2.227 4.452 -0.484
C 1.605 3.443 0.471
N 0.931 4.093 1.587
C 1.162 3.887 2.914
S 0.757 5.092 4.023
N 1.707 2.703 3.228
C 1.927 2.265 4.600
C 3.173 2.848 5.260
C 4.503 2.437 4.626
C 4.834 3.146 3.310
H 3.827 7.090 1.201
H 2.470 6.191 1.872
H 2.266 7.114 0.380
H 4.009 4.614 0.712
H 4.010 5.619 -0.720
H 2.589 3.889 -1.349
H 1.444 5.120 -0.862
H 2.390 2.798 0.872
H 0.930 2.790 -0.090
H 0.462 4.966 1.409
H 1.524 1.943 2.571
H 2.024 1.179 4.554
H 1.051 2.513 5.203
H 3.164 2.505 6.299
H 3.085 3.937 5.286
H 4.505 1.353 4.469
H 5.302 2.647 5.344
H 4.214 2.775 2.496
H 5.881 2.994 3.036
H 4.657 4.221 3.399
Cl -1.723 -0.344 4.020
C -0.312 -1.397 3.701
C 0.909 -0.685 3.091
O 2.010 -1.143 3.427
O 0.696 0.284 2.305
H -0.661 -2.184 3.032
H -0.018 -1.831 4.652
```

Q: Among the records above, which one has the highest total charge?
A: C42H60BMnN12S5

Q: Which value of total charge does entry 1 give?
A: +3

Q: The highest total charge belongs to which entry?
A: C42H60BMnN12S5